Entry 1:
The following is a quantum chemistry calculation of a molecular structure, C10H7IrN2O5 at a distorted geometry, from the Open Molecules 2025 dataset.

Calculated values
Spin multiplicity: 5
Charge: +2
E_HOMO (alpha / beta), eV: -13.32 / -18.09
LUMO energy (alpha / beta), hartree: -0.285 / -0.433
Electronic energy, eV: -26517.7695

Geometry (Å):
1 O -2.0135 -3.1368 0.9676
2 C -1.5453 -2.7279 -0.0203
3 Ir 0.0934 0.7431 -0.3867
4 O 1.4316 -1.6628 1.1944
5 C 0.8339 -0.8163 0.6685
6 C 1.5367 1.8582 0.0966
7 O 2.5473 2.3639 0.4558
8 C -1.0904 2.2820 -1.0817
9 O -1.8662 3.0684 -1.4385
10 C 0.5550 -0.2362 -1.9446
11 O 1.0217 -0.8430 -2.8227
12 H -0.5681 -2.6791 -0.8006
13 N -2.6488 2.0296 5.3171
14 C -2.1188 1.6729 4.1167
15 C -1.7786 0.3353 3.8021
16 C -1.2824 0.0210 2.5407
17 N -1.0312 0.9765 1.6017
18 C -1.3692 2.2518 1.9005
19 C -1.9375 2.6323 3.1007
20 H -2.7832 1.3698 6.0747
21 H -2.8979 2.9860 5.5169
22 H -1.8978 -0.4481 4.5593
23 H -1.0382 -1.0316 2.3416
24 H -1.1408 3.0405 1.1788
25 H -2.2122 3.6774 3.2674

Mulliken atomic charge list, values in e, 5 entries: -0.2988 0.2599 1.1042 -0.2857 0.0205

=====

Entry 2:
The following is a quantum chemistry calculation of C10H7N in the gas phase at a distorted geometry, from the Open Molecules 2025 dataset.

Calculated values
Spin multiplicity: 3
Charge: 0
E_HOMO (alpha / beta), eV: -7.31 / -9.05
LUMO energy (alpha / beta), hartree: 0.009 / -0.109
Electronic energy, eV: -11966.4700

Geometry (Å):
1 C -2.8318 -0.4755 0.1437
2 C 2.2535 -1.0982 0.2247
3 C 1.1241 -1.9672 0.0234
4 C 1.9369 0.2425 0.1780
5 C -0.1800 -1.5544 -0.0416
6 C 0.2352 2.1929 -0.0612
7 C -1.8043 0.3763 -0.3782
8 C 0.6782 0.7537 -0.0385
9 C -0.3948 -0.1605 -0.1267
10 C -1.0346 2.4577 0.1588
11 N -3.7317 -1.1524 0.3941
12 H 3.2225 -1.5308 0.3786
13 H 1.2962 -2.9927 -0.2229
14 H 2.8275 0.7925 0.3355
15 H -0.9874 -2.2763 0.0425
16 H 1.0172 2.8690 0.1265
17 H -2.0906 0.1399 -1.4326
18 H -1.5361 3.3835 0.2959

Mulliken atomic charge list, values in e, 5 entries: 0.1828 -0.7872 -0.3613 -0.4235 -0.7714

=====

Entry 3:
The following is a quantum chemistry calculation of a gas-phase ion, C10H7N4S (charge +1) at a distorted geometry, from the Open Molecules 2025 dataset.

Calculated values
SMILES: N#CC1=NC2=CCC=C3C=NC=[NH+][C@@]32S1
Spin multiplicity: 1
Charge: +1
E_HOMO, eV: -12.80
LUMO energy, hartree: -0.222
Electronic energy, eV: -27268.4179

Geometry (Å):
1 C -3.9459 -0.6494 0.1084
2 C 1.8746 -0.4310 -0.9582
3 C 0.4215 -2.1135 0.2560
4 C 1.3666 2.0018 -0.7572
5 C 0.3113 2.3770 1.2037
6 C -2.5420 -0.4708 -0.0061
7 C 1.0520 0.5699 -0.7097
8 C -0.4168 -1.1009 0.3828
9 C 1.6387 -1.8077 -0.5068
10 C -0.1465 0.3438 0.0390
11 N -5.1014 -0.7199 0.1823
12 N 0.9741 2.8225 0.1498
13 N -1.7129 -1.2433 0.6208
14 N -0.3377 1.1916 1.1294
15 S -1.8735 0.7500 -0.9869
16 H 2.8178 -0.1608 -1.4352
17 H 0.3699 -3.1945 0.5846
18 H 1.8141 2.6074 -1.6145
19 H 0.2228 2.9917 2.1680
20 H 1.7672 -2.4087 -1.5271
21 H 2.5665 -2.2685 -0.0321
22 H -1.1205 0.9131 1.7090

Mulliken atomic charge list, values in e, 5 entries: -0.0375 -0.5866 -0.7521 -0.3306 0.0345

=====

Entry 4:
The following is a quantum chemistry calculation of a molecular structure, C10H8BF10NO10S2Tl at a distorted geometry, from the Open Molecules 2025 dataset.

Calculated values
Spin multiplicity: 1
Charge: -1
E_HOMO, eV: -7.44
LUMO energy, hartree: -0.129
Electronic energy, eV: -86680.5722

Geometry (Å):
1 Tl 1.1926 0.4079 -1.1135
2 C -3.6337 0.2731 0.6401
3 C -2.3652 0.5845 -0.0687
4 C -1.8845 2.0477 -0.1592
5 O -0.8009 2.2526 -0.6057
6 C -2.7868 3.0550 0.3417
7 C -3.9241 2.6978 0.9408
8 C -4.3936 1.2682 1.0875
9 O -5.4182 0.8623 1.8466
10 O -4.7235 3.6683 1.2440
11 O -1.6310 -0.2691 -0.5285
12 H -3.9122 -0.7703 0.6526
13 H -2.6056 4.1063 0.1737
14 B 3.0319 -0.3227 -4.1510
15 F 1.7111 -0.0993 -4.3277
16 F 3.4049 0.0944 -2.8315
17 F 3.3298 -1.6001 -4.3855
18 F 3.7621 0.3659 -5.0660
19 C -0.9417 -0.7194 3.2513
20 F -1.9020 -1.2346 2.4342
21 F -1.1473 0.5697 3.4896
22 F -1.0049 -1.4400 4.3711
23 S 0.8378 -1.0387 2.4397
24 O 1.6459 -1.4585 3.5553
25 O 0.6705 -2.0557 1.3577
26 N 1.1631 0.5322 1.7655
27 S 1.7812 1.3333 2.8880
28 O 1.2835 1.0908 4.2167
29 O 3.2184 1.5463 2.7801
30 C 1.0851 3.0658 2.3531
31 F 1.1903 3.2447 1.0043
32 F -0.1954 3.2733 2.5893
33 F 1.8530 3.9748 2.9837
34 C 0.7752 -2.8836 -3.2382
35 C 1.8532 -3.3099 -2.3087
36 O 2.3318 -2.3514 -1.2950
37 O -0.0511 -1.8641 -2.6367
38 H 0.1830 -3.7018 -3.6481
39 H 1.1729 -2.4154 -4.1386
40 H 2.6905 -3.8900 -2.6968
41 H 1.2634 -4.0060 -1.7123
42 H 2.8677 -2.8485 -0.6727
43 H -0.9772 -2.0359 -2.8224

Mulliken atomic charge list, values in e, 5 entries: 0.9842 -0.1282 0.2958 0.5198 -0.4920

=====

Entry 5:
The following is a quantum chemistry calculation of a molecular structure, C10H8Cl4CuF18MgNaO18S6 at a distorted geometry, from the Open Molecules 2025 dataset.

Calculated values
Spin multiplicity: 3
Charge: -2
E_HOMO (alpha / beta), eV: -1.07 / -4.77
LUMO energy (alpha / beta), hartree: 0.107 / 0.099
Electronic energy, eV: -265878.7527

Geometry (Å):
1 Na 0.2587 -2.7099 -2.3310
2 Cu 0.6490 -3.5492 2.5388
3 Mg 1.2685 1.2969 1.4809
4 C -2.7421 -0.6596 0.8422
5 F -2.8748 -0.2892 2.1678
6 F -3.6012 -1.6301 0.6171
7 F -3.0922 0.3767 0.1069
8 S -0.8667 -1.0385 0.4330
9 O -0.1438 0.2747 0.6466
10 O -0.2777 -2.0857 1.2463
11 O -0.9713 -1.3717 -1.0114
12 C 1.6111 -0.0849 5.5749
13 F 1.6166 -1.0495 6.4496
14 F 1.3673 0.9800 6.3087
15 F 2.7583 0.0926 4.9978
16 S 0.3416 -0.3492 4.2049
17 O 0.7675 0.5889 3.1334
18 O 0.3507 -1.7868 3.8480
19 O -0.9665 0.0384 4.6357
20 C 2.3137 -6.4330 -0.8496
21 F 2.2104 -7.3072 -1.8712
22 F 2.8770 -7.1740 0.1544
23 F 3.0988 -5.4069 -1.2416
24 S 0.6432 -5.7317 -0.1913
25 O 0.0806 -4.9770 -1.3257
26 O -0.1559 -6.9057 0.2343
27 O 0.8662 -4.8069 0.9570
28 C 4.6523 -1.8116 0.5767
29 F 5.2566 -1.3795 1.6726
30 F 4.9123 -0.9676 -0.5911
31 F 4.9205 -3.1009 0.3613
32 S 2.7725 -1.7119 0.8552
33 O 2.4834 -0.3252 1.2702
34 O 2.1520 -2.0021 -0.4097
35 O 2.5324 -2.6989 1.9374
36 C -2.2277 3.9156 0.3360
37 F -2.2449 5.1461 -0.1279
38 F -3.4218 3.6498 0.9025
39 F -1.9629 2.9730 -0.6031
40 S -0.8210 4.0293 1.6941
41 O -1.3551 4.0469 3.0335
42 O 0.0846 2.8134 1.5417
43 O -0.0686 5.2677 1.3344
44 C 4.1614 2.7646 -1.6321
45 F 5.0868 2.5971 -0.6983
46 F 4.6000 3.8610 -2.3017
47 F 4.1097 1.7180 -2.5137
48 S 2.3648 3.1273 -0.8802
49 O 2.4284 4.4393 -0.2149
50 O 1.5102 3.2321 -2.0711
51 O 2.0160 1.9659 -0.0760
52 Cl 0.9873 -0.3196 -4.2113
53 C 0.3257 1.3129 -4.3196
54 C -0.7669 1.4604 -3.2333
55 Cl -2.1530 0.4327 -3.5540
56 H -0.1144 1.5245 -5.2941
57 H 1.1551 2.0191 -4.2818
58 H -0.9934 2.5090 -3.0404
59 H -0.3730 1.2734 -2.2343
60 Cl -7.1427 -0.6291 -2.4731
61 C -6.8656 1.1025 -2.2132
62 C -5.4888 1.4064 -1.4698
63 Cl -5.0879 3.1254 -1.4189
64 H -7.7629 1.4976 -1.7369
65 H -6.8647 1.4611 -3.2425
66 H -4.6357 0.9545 -1.9758
67 H -5.5477 1.0185 -0.4528

Mulliken atomic charge list, values in e, 5 entries: 0.8242 -1.2771 1.5413 0.4309 -0.1848

=====

Entry 6:
The following is a quantum chemistry calculation of C10H8N2 in the gas phase at a distorted geometry, from the Open Molecules 2025 dataset.

Calculated values
SMILES: c1ccc(-c2ccncn2)cc1
Spin multiplicity: 1
Charge: 0
E_HOMO, eV: -9.03
LUMO energy, hartree: 0.001
Electronic energy, eV: -13476.3583

Geometry (Å):
1 C 1.6763 -2.7136 0.2536
2 C 1.7329 -1.9965 -1.0135
3 C 0.6886 -1.0862 -1.2793
4 C 0.0474 -0.5577 -0.1448
5 C 0.2292 -1.0084 1.2132
6 C 1.0121 -2.0959 1.3051
7 C -0.8259 0.7277 -0.3261
8 C -1.7591 1.2035 0.5893
9 C -2.2479 2.5015 0.4346
10 C -0.4918 2.8234 -1.0736
11 H 2.5772 -3.4844 0.5039
12 H 2.1558 -2.6106 -1.9225
13 H 0.5493 -0.5830 -2.2539
14 H 0.0481 -0.6039 2.1271
15 H 1.4122 -2.5149 2.4239
16 H -2.2716 0.6035 1.3037
17 H -2.9871 2.8213 1.0360
18 H 0.2347 3.5659 -1.6499
19 N -1.4681 3.5037 -0.3836
20 N -0.3122 1.5046 -1.1432

Mulliken atomic charge list, values in e, 5 entries: -0.3100 -0.5706 -0.3760 0.8436 -0.6477

=====

Entry 7:
The following is a quantum chemistry calculation of C10H8N2 in the gas phase at a distorted geometry, from the Open Molecules 2025 dataset.

Calculated values
SMILES: c1ccc(-c2ncccn2)cc1
Spin multiplicity: 1
Charge: 0
E_HOMO, eV: -8.93
LUMO energy, hartree: 0.014
Electronic energy, eV: -13476.3370

Geometry (Å):
1 C -0.1322 2.8680 1.9639
2 C 0.8861 2.0004 2.1155
3 C 0.8946 0.8068 1.3713
4 C -0.0336 0.6101 0.3796
5 C -1.0816 1.5057 0.1948
6 C -1.1236 2.6454 0.9861
7 C 0.0948 -0.6408 -0.3812
8 C 0.2613 -2.8214 -0.5116
9 C 0.1676 -2.8742 -1.9785
10 C -0.0180 -1.5804 -2.5216
11 H -0.2750 3.6448 2.4636
12 H 1.5667 2.0370 2.8768
13 H 1.7407 0.2424 1.4813
14 H -2.0141 1.2474 -0.5763
15 H -2.1938 3.2333 0.8934
16 H 0.6446 -3.8482 -0.0256
17 H 0.3644 -3.7447 -2.5551
18 H -0.1216 -1.6515 -3.4014
19 N 0.2954 -1.7846 0.1861
20 N -0.1817 -0.5408 -1.7384

Mulliken atomic charge list, values in e, 5 entries: -0.5903 -0.6946 -0.4705 0.6562 -0.1892

=====

Entry 8:
The following is a quantum chemistry calculation of a molecular structure, C10H8O2 at a distorted geometry, from the Open Molecules 2025 dataset.

Calculated values
Spin multiplicity: 1
Charge: 0
E_HOMO, eV: -8.99
LUMO energy, hartree: 0.018
Electronic energy, eV: -14589.4608

Geometry (Å):
1 C -3.0880 -1.2940 0.0267
2 C -1.9377 -0.4290 0.0509
3 C -1.9574 0.8284 0.5112
4 C -0.7261 1.5027 -0.0416
5 C 0.5238 0.6130 -0.3738
6 C 1.8665 1.0517 -0.1287
7 C 2.8455 0.2676 0.1761
8 C 2.6862 -1.1743 0.1503
9 C 1.4365 -1.7365 0.0620
10 C 0.3699 -0.7379 -0.3714
11 H -3.2478 -1.4337 1.1879
12 H -2.9239 -2.3931 -0.6334
13 H -4.0787 -0.6403 -0.6784
14 H -2.8271 1.3857 0.7679
15 H 1.8451 2.1481 -0.0128
16 H 3.9693 0.2803 0.6402
17 H 3.7566 -1.7548 0.2784
18 H 1.3969 -2.7107 0.4025
19 O -0.4075 2.7092 -0.0830
20 O -0.8433 -1.2382 -0.2074

Mulliken atomic charge list, values in e, 5 entries: -0.9932 0.6459 -0.8551 0.5147 0.3744

=====

Entry 9:
The following is a quantum chemistry calculation of C10H9Cl3N6O in the gas phase at a distorted geometry, from the Open Molecules 2025 dataset.

Calculated values
SMILES: OC(Nc1ncccn1)(Nc1ncccn1)C(Cl)(Cl)Cl
Spin multiplicity: 1
Charge: 0
E_HOMO, eV: -9.15
LUMO energy, hartree: 0.016
Electronic energy, eV: -59070.8804

Geometry (Å):
1 Cl -0.9018 1.6469 -2.6147
2 Cl -1.3714 2.8331 -0.0472
3 Cl -2.1170 0.0783 -0.4143
4 N -0.3590 -0.4067 2.5785
5 N 0.3859 1.8497 2.3672
6 N 1.0034 -0.8140 -3.2799
7 N 0.3684 -1.8258 -1.2922
8 O 1.3735 2.0643 -0.2747
9 C 0.2317 0.5806 1.9700
10 C 0.9014 -0.8625 -1.9912
11 C -0.9642 -0.0740 3.7035
12 C -0.2406 2.1646 3.5481
13 C 0.5292 -1.8960 -3.9563
14 C -0.1325 -2.8540 -1.9448
15 C -0.9370 1.2040 4.2380
16 C -0.1015 -2.9427 -3.3290
17 N 0.7956 0.2448 0.8284
18 N 1.3853 0.2280 -1.3552
19 C -0.9116 1.3162 -0.8295
20 C 0.5676 0.9344 -0.3954
21 H 1.4639 2.2323 0.6751
22 H -1.4093 -0.9006 4.2670
23 H -0.2052 3.1732 3.9644
24 H 0.6162 -1.9600 -5.0298
25 H -0.5834 -3.6807 -1.3762
26 H -1.3735 1.3859 5.2166
27 H -0.5591 -3.7735 -3.8604
28 H 0.7062 -0.7533 0.6703
29 H 1.8385 0.8076 -2.0364

Mulliken atomic charge list, values in e, 5 entries: -0.1346 -0.1140 -0.1153 -0.5950 -0.4319

=====

Entry 10:
The following is a quantum chemistry calculation of a molecular structure, C10H9ClINOPt at a distorted geometry, from the Open Molecules 2025 dataset.

Calculated values
Spin multiplicity: 5
Charge: +2
E_HOMO (alpha / beta), eV: -15.80 / -16.17
LUMO energy (alpha / beta), hartree: -0.319 / -0.427
Electronic energy, eV: -37897.4523

Geometry (Å):
1 Pt -1.2663 -0.7153 -1.3388
2 C -4.7539 -0.9940 -0.9911
3 H -3.4042 -0.6021 -0.8661
4 H -5.5515 -0.2989 -1.4182
5 H -4.9081 -1.6579 -0.1449
6 H -5.0330 -1.8361 -1.7086
7 H -0.5193 -1.3000 -2.6346
8 Cl 3.9240 1.6510 2.2727
9 C 2.3696 1.1979 1.8506
10 C 1.2661 1.4919 2.6811
11 C -0.0913 1.1351 2.3531
12 I -1.6836 1.5725 3.5879
13 C -0.3216 0.4894 1.0933
14 O -1.4965 0.1295 0.5172
15 C 0.8304 0.2060 0.3166
16 N 0.5956 -0.3821 -0.8968
17 C 1.5112 -0.7505 -1.8199
18 C 2.8643 -0.4831 -1.5692
19 C 3.1549 0.1820 -0.3540
20 C 2.1779 0.5166 0.5998
21 H 1.4390 2.0289 3.6267
22 H 1.0858 -1.2475 -2.7000
23 H 3.5949 -0.7845 -2.3116
24 H 4.2157 0.4512 -0.1450

Mulliken atomic charge list, values in e, 5 entries: 0.9016 -0.8361 0.1849 0.3343 0.3227

=====

Entry 11:
The following is a quantum chemistry calculation of a molecular structure, C10H9F5NO3TcTe at a distorted geometry, from the Open Molecules 2025 dataset.

Calculated values
Spin multiplicity: 4
Charge: +1
E_HOMO (alpha / beta), eV: -13.08 / -13.41
LUMO energy (alpha / beta), hartree: -0.267 / -0.313
Electronic energy, eV: -41215.9161

Geometry (Å):
1 Tc 7.1077 7.7964 5.9340
2 N 9.0887 7.6813 5.3762
3 C 10.0745 8.0201 6.4530
4 C 9.3862 8.2234 7.7827
5 O 10.0280 8.5855 8.7513
6 O 8.0747 8.0482 7.6971
7 H 9.3564 6.7602 5.0592
8 H 9.2280 8.3014 4.5642
9 H 10.7908 8.8355 6.2427
10 H 10.7348 7.1591 6.6413
11 F 4.8788 4.9122 6.9612
12 Te 4.8386 5.7122 5.2819
13 F 7.0993 5.7826 6.1293
14 F 5.2847 3.9758 4.5960
15 F 2.8386 5.4198 5.1779
16 F 6.8923 7.4501 4.0018
17 O 5.3257 7.6161 6.3249
18 C 7.0431 9.6007 5.8975
19 C 7.1996 10.8396 6.0291
20 C 7.3337 12.1643 5.9400
21 C 6.4387 12.9636 5.1851
22 C 6.4188 14.3214 5.3950
23 C 7.5855 14.9212 5.9206
24 C 8.5617 14.1379 6.5772
25 C 8.4267 12.7687 6.5617
26 H 5.6726 12.4653 4.5576
27 H 5.4527 14.8888 5.2617
28 H 7.6800 15.9920 5.8513
29 H 9.4101 14.5604 7.0504
30 H 9.2217 12.1523 6.9344

Mulliken atomic charge list, values in e, 5 entries: 1.0381 -0.4540 -0.4090 0.5931 -0.5780

=====

Entry 12:
The following is a quantum chemistry calculation of C10H9FN2O2S in the gas phase at a distorted geometry, from the Open Molecules 2025 dataset.

Calculated values
SMILES: O=C(O)CCCc1c(F)ccc2nsnc12
Spin multiplicity: 1
Charge: 0
E_HOMO, eV: -8.59
LUMO energy, hartree: -0.062
Electronic energy, eV: -31131.4320

Geometry (Å):
1 O -2.0994 0.5812 0.7913
2 C -2.4661 -0.0004 -0.3534
3 O -3.8310 -0.6188 -0.3788
4 C -1.5887 -0.0901 -1.7352
5 C -0.4611 1.0851 -1.9225
6 C 1.1040 0.5212 -1.7481
7 C 1.1888 -0.0197 -0.1822
8 C 1.3827 -1.6345 0.0422
9 F 1.5238 -2.5790 -1.1154
10 C 1.4259 -2.2380 1.5985
11 C 1.2631 -1.1187 2.7961
12 C 1.1104 0.4874 2.5047
13 N 0.9388 1.6839 3.4143
14 S 0.7893 3.2446 2.5690
15 N 0.8869 2.6352 0.9109
16 C 1.0686 1.1200 0.9916
17 H -3.7126 -1.5700 -0.6721
18 H -2.3667 -0.0170 -2.6375
19 H -1.0216 -1.1308 -1.8580
20 H -0.6975 1.9752 -1.1860
21 H -0.4832 1.5462 -3.0232
22 H 1.8918 1.3857 -1.9619
23 H 1.3270 -0.3691 -2.5069
24 H 1.5705 -3.3950 1.7538
25 H 1.2566 -1.4845 3.9087

Mulliken atomic charge list, values in e, 5 entries: -0.4387 0.4543 -0.4849 -0.4763 -0.5300